# 1
Computed, not measured: the ion C20H26NO3 with charge +1 in a non-equilibrium geometry, with the ωB97M-V functional and the def2-TZVPD basis.

Properties
- ΔE to the lowest compared entry with this formula, charge and spin (kcal per mole) = 2.8
- SMILES string = C[C@@H]1C[N@H+](CCOc2cccc(Oc3ccccc3)c2)C[C@H](C)O1
- E_HOMO (eV) = -10.747
- total charge = +1
- HOMO-LUMO gap (eV) = 7.95

Structure (XYZ):
```
50
Properties=species:S:1:pos:R:3:forces:R:3
C -1.46048 -3.14433 -0.88108 -0.3120 0.3020 0.1363
C -2.45661 -2.04981 -0.52514 0.1195 0.0826 -0.4258
C -2.06798 -0.72246 -1.19975 0.4453 -1.0202 0.0377
N -2.99541 0.35738 -0.76741 -0.3068 0.0226 -0.1554
C -2.74687 1.65624 -1.45851 0.5382 0.6738 -0.2366
C -1.60581 2.48321 -0.85641 -0.1115 0.0755 0.1024
O -0.49235 1.64763 -0.66991 0.1490 0.0518 -0.0916
C 0.69572 2.20636 -0.21433 0.1599 0.0101 0.1347
C 0.90091 3.55837 -0.00625 -0.3979 -0.0520 -0.1401
C 2.13924 3.97963 0.46204 0.0697 -0.1398 0.0096
C 3.15093 3.08093 0.71356 0.1513 -0.1873 -0.0036
C 2.93920 1.71682 0.49929 -0.6097 0.3804 -0.0872
O 3.95163 0.88154 0.82566 0.2786 -0.0277 0.0852
C 4.00779 -0.40132 0.32062 0.0194 -0.4969 -0.1377
C 3.78427 -0.68122 -1.02246 0.0537 0.2805 0.1176
C 3.91956 -1.97991 -1.48002 -0.0241 -0.0292 0.0070
C 4.28167 -2.99578 -0.61138 0.0094 -0.1124 -0.0229
C 4.52131 -2.70881 0.72224 -0.0260 -0.0280 -0.0609
C 4.38403 -1.41566 1.19259 -0.1096 0.3773 -0.0071
C 1.70066 1.28270 0.04283 0.0443 -0.1306 0.0264
C -2.97758 0.44818 0.71387 -0.1315 -0.3894 0.9056
C -3.36148 -0.91424 1.32084 -0.0982 0.3913 0.1329
C -3.29873 -0.86756 2.84078 -0.0218 -0.0530 -0.4486
O -2.45988 -1.89672 0.87388 0.0857 -0.0832 0.1198
H -1.74307 -4.06336 -0.37770 -0.0410 -0.0852 0.0102
H -1.44788 -3.31597 -1.95273 0.0238 -0.0508 -0.1377
H -0.46595 -2.86517 -0.54613 0.1437 0.0506 0.0153
H -3.46942 -2.33816 -0.86486 0.0895 0.0300 0.0628
H -2.11518 -0.82697 -2.28414 -0.0845 0.1341 0.0269
H -1.05770 -0.43291 -0.90690 -0.2328 0.0123 -0.0627
H -3.93956 0.05147 -1.03576 0.1755 0.0876 0.0473
H -3.65737 2.25731 -1.41916 0.0010 -0.1324 0.0186
H -2.51632 1.43054 -2.50146 -0.1116 -0.0905 0.0938
H -1.38192 3.29277 -1.56375 -0.1200 -0.0724 0.0923
H -1.91045 2.93852 0.09645 0.0418 -0.0214 -0.1121
H 0.13122 4.28808 -0.19667 -0.1023 0.0738 -0.0337
H 2.30628 5.03225 0.62681 0.0310 0.0985 0.0237
H 4.11146 3.40465 1.07841 0.1276 0.0439 0.0453
H 3.52599 0.11774 -1.70258 -0.0115 0.0449 -0.0466
H 3.75171 -2.19474 -2.52484 0.0008 -0.0109 -0.0895
H 4.38844 -4.00566 -0.97593 0.0217 -0.0922 -0.0310
H 4.81670 -3.49422 1.40069 0.0319 -0.0621 0.0676
H 4.57315 -1.17282 2.22632 0.0177 0.0375 0.1185
H 1.50592 0.23206 -0.10921 -0.0147 -0.0674 -0.0182
H -3.67126 1.22308 1.04201 0.0088 0.0191 -0.1255
H -1.96178 0.69444 1.02732 -0.0730 0.0562 -0.1394
H -4.38607 -1.17484 0.99469 0.1114 0.0124 0.0120
H -2.29272 -0.61679 3.16331 0.1243 0.0665 0.0468
H -3.54838 -1.84590 3.23885 -0.0517 -0.0660 0.0348
H -3.99961 -0.13653 3.23138 -0.0827 0.0853 0.0826
```
Forces are in eV/Å.

***

# 2
Computed, not measured: a structure of composition C20H27AsO6PdS2, with the ωB97M-V functional and the def2-TZVPD basis.

Properties
- E_HOMO (eV) = -0.948
- total charge = -2
- HOMO-LUMO gap (eV) = 5.58

Structure (XYZ):
```
57
Properties=species:S:1:pos:R:3:forces:R:3
Pd -1.24291 0.38688 -0.10958 -0.1297 0.1611 0.3047
O 3.00046 -0.20537 2.05249 0.0004 -0.0053 -0.0046
S 2.88952 -0.90224 0.78883 0.0055 -0.0058 0.0126
O 4.14516 -1.49000 0.32940 0.0006 0.0050 -0.0029
O 2.22196 -0.13236 -0.26207 -0.0062 -0.0002 0.0034
C 1.80556 -2.34183 1.04380 0.0002 -0.0020 0.0036
C 2.24106 -3.49046 0.38481 0.0070 0.0009 0.0036
C 1.52330 -4.67431 0.42220 -0.0017 -0.0011 0.0012
C 0.33691 -4.72687 1.13349 0.0004 -0.0046 -0.0012
C -0.10935 -3.59442 1.79372 -0.0050 0.0028 -0.0086
C 0.60306 -2.39691 1.76604 -0.0037 0.0019 -0.0138
S -0.16464 -1.06971 2.74205 0.0326 0.0255 0.0347
O 0.66437 -0.90421 3.91472 -0.0128 0.0069 -0.0006
O -1.50428 -1.56016 3.02156 -0.0069 -0.0084 -0.0008
O -0.16709 0.11210 1.86258 0.0357 -0.0666 -0.0309
H 3.17312 -3.42591 -0.15856 -0.0048 -0.0013 0.0020
H 1.89271 -5.54652 -0.10636 -0.0001 -0.0001 0.0002
H -0.24720 -5.63984 1.17253 0.0000 0.0000 -0.0002
H -1.04049 -3.60363 2.34196 0.0019 0.0007 -0.0016
C -4.82537 0.12935 -2.34482 0.0155 -0.0135 -0.0187
C -3.61347 1.01610 -2.03290 0.0091 0.0554 0.0252
C -4.03561 2.10998 -1.05090 -0.0254 -0.0150 0.0123
C -3.12542 1.67442 -3.33195 0.0024 0.0171 0.0069
C -2.53480 0.12720 -1.44719 -0.0801 -0.2736 -0.1221
H -5.63913 0.72375 -2.77573 -0.0128 -0.0003 -0.0039
H -5.18503 -0.35095 -1.43325 -0.0023 0.0030 0.0020
H -4.55802 -0.65593 -3.05717 0.0022 0.0021 0.0004
H -4.85302 2.72012 -1.45737 -0.0004 -0.0021 0.0029
H -3.18929 2.76124 -0.82444 0.0033 -0.0160 -0.0093
H -4.35327 1.65731 -0.11038 -0.0111 0.0052 0.0015
H -3.89563 2.32344 -3.76803 0.0029 0.0088 0.0004
H -2.85304 0.91530 -4.06931 -0.0047 -0.0007 -0.0032
H -2.23796 2.28056 -3.13218 0.0023 -0.0051 -0.0016
H -2.22564 -0.56555 -2.25678 0.0380 0.1493 -0.1014
C -0.53885 4.04899 -0.41452 -0.0223 0.0198 -0.0297
As 0.23574 2.25153 -0.24295 0.2423 -0.0635 -0.0521
C 1.33506 2.61426 1.31327 -0.0225 0.0277 0.0137
C 1.50097 2.36703 -1.76635 -0.0525 -0.0096 -0.0208
C 2.68419 3.24121 -1.52552 0.0072 -0.0071 0.0118
C 2.69780 4.58108 -1.91115 -0.0054 0.0071 -0.0022
C 3.79187 5.39464 -1.64236 -0.0014 -0.0005 -0.0023
C 4.89643 4.87794 -0.98113 -0.0018 -0.0002 -0.0001
C 4.89424 3.54188 -0.59344 -0.0014 0.0049 -0.0017
C 3.80353 2.73091 -0.86076 0.0080 -0.0016 -0.0019
H 0.24938 4.80361 -0.37231 -0.0115 0.0158 -0.0084
H -1.23317 4.20679 0.41136 -0.0012 -0.0039 -0.0020
H -1.08712 4.13967 -1.35385 -0.0009 -0.0125 0.0085
H 1.94788 3.50330 1.15428 0.0017 0.0001 0.0036
H 1.94184 1.74046 1.54289 0.0054 0.0042 -0.0063
H 0.64700 2.77063 2.14455 -0.0018 -0.0032 -0.0028
H 0.90489 2.72255 -2.61043 -0.0020 -0.0081 -0.0021
H 1.79733 1.33504 -1.93607 0.0107 0.0033 0.0041
H 1.83666 4.98896 -2.43036 0.0007 0.0007 0.0007
H 3.77903 6.43426 -1.95084 0.0000 -0.0002 -0.0002
H 5.75044 5.50983 -0.76620 0.0001 0.0005 -0.0001
H 5.74628 3.12619 -0.06908 0.0004 -0.0007 0.0003
H 3.78905 1.69351 -0.54463 -0.0041 0.0030 -0.0025
```
Forces are in eV/Å.

***

# 3
Computed, not measured: a structure of composition C20H27AuN2OSTe in a non-equilibrium geometry, with the ωB97M-V functional and the def2-TZVPD basis.

Properties
- E_HOMO (alpha / beta) (eV) = -6.753 / -6.622
- spin multiplicity = 3
- ⟨S²⟩ = 2.02
- total charge = 0
- HOMO-LUMO gap (alpha / beta) (eV) = 6.63 / 2.77

Structure (XYZ):
```
53
Properties=species:S:1:pos:R:3:forces:R:3
Au -1.18888 -0.80511 0.99605 -1.1598 -0.6366 -0.8242
N 1.72313 0.02794 1.71859 1.8935 0.5333 0.3983
C 0.64954 -0.30690 1.53270 -2.0000 -0.1824 -0.4443
O 2.42657 -5.11496 0.53454 0.1944 -0.1097 -0.5401
S 2.04618 -3.71971 0.86011 -0.7785 0.6955 0.5342
C 3.47972 -2.91925 1.59018 -0.8265 0.2492 0.1961
C 4.44815 -2.65143 0.44332 -0.2871 -0.3485 0.8934
C 3.63006 -1.93377 -0.58489 -1.3677 1.4627 0.3894
C 2.22621 -2.64780 -0.64980 0.9376 -1.0758 -0.3989
H 3.81411 -3.52406 2.44926 -0.0123 0.2749 -0.4660
H 3.02937 -1.94612 1.92926 0.6728 -0.7305 -0.0562
H 4.91419 -3.52235 0.01381 0.0112 -0.6459 0.1589
H 5.20517 -2.05956 0.90070 0.9554 0.7405 -0.1672
H 4.08753 -1.95778 -1.55066 0.3345 0.0715 -0.6844
H 3.56103 -0.84015 -0.25773 -0.2869 -1.5648 -0.5310
H 2.16923 -3.45944 -1.39619 0.6335 0.2166 0.0018
H 1.34860 -2.07640 -0.93128 -0.0901 0.5945 0.7203
C 1.69917 5.40809 1.30535 -0.5480 -1.4623 -0.5817
C 1.04790 4.28154 0.48459 -0.3677 0.9797 1.4732
C -0.30913 4.33819 0.23198 0.0084 0.4605 -0.1651
C -0.98386 3.39277 -0.50618 -0.8056 0.4898 0.3166
C -2.46535 3.54273 -0.63381 -1.0404 -0.5407 -0.1205
C -0.26287 2.34425 -1.04846 1.4539 -0.6692 -0.0526
Te -1.25143 0.70874 -1.95699 0.2235 0.3304 0.9447
C 1.14845 2.27173 -0.80301 -1.6034 -0.9581 -0.7818
C 2.01712 1.17089 -1.37609 -1.1271 0.0417 1.8953
C 1.72680 3.18409 0.04738 1.6844 -0.4344 -0.6110
H 1.28663 6.33716 0.90533 0.7314 0.1575 0.0336
H 2.77277 5.21510 1.19649 -0.1464 0.9226 0.2137
H 1.40423 5.36165 2.36306 0.1560 -0.1679 -0.2684
H -0.84930 5.18358 0.61898 -0.3039 0.1959 0.0798
H -2.84090 4.50625 -0.27066 0.3136 -0.1476 -0.1218
H -3.00829 2.77641 -0.04101 0.3615 0.2906 -0.2541
H -2.81495 3.42727 -1.67302 0.1475 0.0639 0.2205
H 1.37800 0.43521 -1.93267 0.9655 0.3094 0.4810
H 2.44190 0.76775 -0.39872 -0.1446 -0.1720 -1.7748
H 2.74188 1.64317 -2.01636 0.4932 -0.2621 -0.3001
H 2.79706 3.01750 0.27224 -0.6253 0.3346 -0.0435
C -1.86592 -3.73258 -0.30705 1.6398 1.3022 0.0049
C -3.00312 -2.83187 -0.39475 -2.0972 1.5648 -1.1908
C -4.21887 -2.93862 -1.12499 3.1982 -3.0022 -0.6685
C -4.97200 -1.88493 -0.81745 -2.2170 4.3171 1.3503
C -4.24960 -1.06049 0.04850 -0.7492 -0.7569 -0.5297
C -4.65892 0.12079 0.81099 1.4665 -0.3431 0.7284
N -3.04435 -1.60778 0.28469 1.8261 -1.3602 0.0976
H -2.08875 -4.62986 -0.84108 0.1250 -0.7860 -0.0473
H -1.66439 -3.86127 0.76304 0.3125 -0.6080 -0.2725
H -0.94453 -3.23905 -0.76599 -0.7921 -0.7636 0.4811
H -4.45687 -3.64833 -1.91947 0.1961 -0.2013 0.6261
H -5.96800 -1.57857 -1.14073 0.2471 -0.4772 -0.0602
H -5.71533 0.23423 0.69282 -0.5086 0.8822 -0.1213
H -3.96638 0.92053 0.46427 -0.9987 0.3042 0.5118
H -4.42870 -0.11938 1.88077 -0.2992 0.6213 -0.6734
```
Forces are in eV/Å.

***

# 4
Computed, not measured: a structure of composition C20H27Br2N6O8Tl in a non-equilibrium geometry, with the ωB97M-V functional and the def2-TZVPD basis.

Properties
- ΔE to the lowest compared entry with this formula, charge and spin (kcal per mole) = 6.7
- E_HOMO (eV) = -8.266
- total charge = 0
- HOMO-LUMO gap (eV) = 8.21

Structure (XYZ):
```
64
Properties=species:S:1:pos:R:3:forces:R:3
Tl -0.76848 2.93521 1.23728 0.1776 -0.2216 -0.0387
Br -0.62308 -4.91782 4.21504 0.0182 0.7490 0.0810
C -0.62047 -2.93388 4.23062 0.2381 -1.0020 -0.0761
Br -2.13254 -2.23802 5.22760 0.4393 -0.0489 -0.6407
H -0.52785 -2.66953 3.17972 -0.6106 0.3597 0.1972
H 0.29547 -2.61691 4.70113 0.0247 -0.0090 0.3779
N -4.42467 -2.09557 1.03410 -2.2504 -0.4297 1.1056
C -4.00543 -3.39126 0.45788 1.2233 -0.3635 0.4500
C -2.59766 -3.67470 1.04062 1.4927 1.1544 0.1503
C -1.55794 -2.61485 0.47534 -1.5019 -1.1364 0.6834
N -1.88953 -1.23338 0.99523 -0.8499 0.6460 -2.4395
C -1.57967 -2.71452 -1.02460 0.0780 1.2149 0.1911
C -2.90996 -2.46240 -1.69658 -0.9276 2.0997 1.5473
N -3.31302 -1.01338 -1.49210 0.3503 -1.0792 0.0117
C -4.00960 -3.35742 -1.06920 1.6364 -0.3684 -0.3354
H -5.01535 -2.32984 1.89116 0.8835 0.8554 -1.6206
H -4.96487 -1.52918 0.35175 0.2800 -0.6785 0.8436
H -2.92816 -1.10804 1.15115 0.7461 -0.5673 -0.4774
H -4.64510 -4.23374 0.74346 -0.2371 0.2975 0.1501
H -2.22285 -4.67670 0.81952 -0.1115 0.0452 -0.3467
H -2.47169 -3.60682 2.13784 -0.9597 -0.0368 -0.2687
H -0.53505 -2.78586 0.80450 -0.2218 -0.2563 0.1178
H -1.51976 -0.51199 0.27942 -0.3018 -0.5554 0.9849
H -1.40874 -1.07261 1.83702 1.0771 0.2687 1.4145
H -1.30507 -3.71638 -1.25502 0.6206 -0.8566 -0.2892
H -0.81323 -2.02030 -1.36532 0.0493 -0.0445 -0.6268
H -2.78362 -2.67598 -2.73182 -0.1250 -0.3364 -1.0078
H -4.24343 -0.92564 -1.88579 0.3406 0.5745 -0.2923
H -2.63136 -0.32317 -1.84561 -0.6031 -0.5602 -0.0761
H -3.73808 -4.34469 -1.49358 -0.6311 0.0962 0.5142
H -5.01798 -3.10001 -1.35240 -0.3036 0.1508 -0.5982
O 2.01440 3.12778 2.70690 -1.4576 -1.8723 -0.0218
C 3.09083 3.37090 1.86596 -0.9460 0.8786 -0.0519
C 2.71606 3.82144 0.47622 -0.1533 -0.2252 -0.4065
C 3.75244 4.22637 -0.35215 0.2210 -0.1172 0.2981
C 3.46052 4.67258 -1.61164 -0.0391 0.0744 -0.1818
C 2.13517 4.67301 -2.04331 -0.1494 1.0870 -2.3298
C 1.15856 4.28025 -1.17572 -0.4780 -0.4260 0.5480
N 1.45118 3.84766 0.05580 0.0357 -0.1978 0.8266
H 1.57563 2.21393 2.50565 0.9643 1.6470 0.3726
H 3.78491 2.56954 1.84547 0.6684 -1.1368 -0.3372
H 3.65395 4.19392 2.28156 0.1479 0.4178 0.3587
H 4.77562 4.15216 0.01340 -0.1513 0.1488 -0.1161
H 4.28206 5.01427 -2.21978 -0.0918 0.0117 -0.4106
H 1.85618 4.98791 -3.10248 0.4799 -0.4463 1.6785
H 0.07960 4.24283 -1.41081 0.7020 0.1646 -0.2450
O 0.65390 -1.26306 1.61835 1.0372 1.4783 0.0686
C 0.87342 -0.04774 1.40815 -1.9613 -0.1463 0.6178
O 0.38523 0.91667 2.14736 0.8342 -0.9143 -0.4753
C 1.49887 0.40964 0.12194 0.9865 -0.3979 1.0537
C 2.87090 0.43482 0.03213 0.3485 0.4134 -2.0881
C 3.50026 0.89113 -1.15082 -2.7568 -0.0038 -0.9737
C 2.65781 1.35623 -2.20373 0.3250 -1.4370 1.8574
C 1.28622 1.25429 -2.08222 -0.5767 0.6379 -0.1390
C 0.60562 0.78484 -0.90119 -1.0364 0.1424 -0.5884
O -0.68755 0.71361 -0.70841 1.3248 0.4257 -0.4249
N 0.53209 1.72371 -3.29979 2.0326 0.2621 -0.1387
O 1.04193 2.60277 -3.99725 -0.0276 -0.0791 0.7864
O -0.44163 1.13272 -3.63662 -1.7781 -0.9483 0.1643
N 4.89761 0.68090 -1.41161 -0.5244 1.1464 0.5756
O 5.60848 0.55069 -0.43889 0.6510 -0.4551 0.4957
O 5.28122 0.74640 -2.55459 0.3299 -0.1960 -0.6630
H 3.51366 0.02017 0.75719 0.3937 -0.3518 1.0868
H 3.04361 1.65708 -3.13345 0.6045 0.4541 -0.8835
```
Forces are in eV/Å.

***

Result set for electronic energy: -1057.937484, -4389.789763, -1764.781701, -7029.142882 a.u., one per record in the order listed.